No. 1
ORCA calculation (the ωB97M-V functional and the def2-TZVPD basis) on a cluster of 10 separate species, C43H113N7O16 in total at a distorted geometry.

The calculation puts the HOMO energy (spin up / spin down) at -0.3412 / -0.3412 Ha. As for the spin multiplicity: 2. As for the HOMO-LUMO gap (spin up / spin down): 6.51 / 1.17 eV. The net charge is +1.

Last column: Löwdin spin population.
Cartesian coordinates (Å):
C -12.159 10.009 -8.884  0.0000
H -19.139 13.045 -21.933  0.0000
H -12.610 5.895 -9.456  0.0000
C -14.299 12.629 -17.093  0.0000
H -17.923 16.225 -4.460  0.0000
O -11.796 14.028 -12.439  0.0000
H -15.850 13.220 -18.347  0.0000
H -19.080 6.746 -14.187  0.0000
O -16.302 15.619 -13.722  0.0000
O -15.281 11.850 -16.357  0.0000
H -13.594 6.708 -7.489  0.0000
H -16.774 8.748 -14.556  0.0000
O -16.999 6.858 -13.635  0.0000
C -16.674 7.685 -14.777  0.0000
H -17.893 13.801 -17.603  -0.0005
O -15.839 16.201 -9.587  0.0000
H -16.672 7.598 -10.778  0.0000
H -16.104 8.862 -9.725  0.0000
H -21.195 13.088 -9.012  0.0000
H -18.690 14.228 -8.194  0.0000
C -12.865 2.503 -15.166  0.0000
H -20.734 16.349 -6.807  0.0000
C -12.859 7.989 -12.191  0.0000
N -14.748 11.807 -19.398  0.0001
O -12.621 8.608 -13.415  0.0000
H -15.173 11.258 -21.384  0.0000
H -13.427 6.405 -17.045  0.0000
H -14.530 12.812 -21.243  0.0000
O -16.520 11.332 -11.097  0.0000
H -14.467 9.300 -11.686  0.0000
C -23.564 15.332 -18.269  0.0055
H -16.438 17.456 -6.242  0.0000
H -10.812 14.128 -10.705  0.0000
C -14.047 4.519 -6.021  0.0000
C -18.328 13.311 -15.180  0.0002
H -19.590 15.550 -18.195  0.0344
H -17.917 10.718 -12.555  0.0000
N -14.553 7.566 -10.457  0.0000
H -18.535 12.241 -15.194  0.0000
H -13.402 1.749 -15.742  0.0000
H -14.348 12.409 -11.750  0.0000
C -13.713 4.201 -3.628  0.0000
C -15.653 15.682 -14.966  0.0000
O -15.348 7.171 -7.564  0.0000
C -14.818 12.920 -18.532  0.0000
H -11.829 2.512 -15.507  0.0000
H -13.888 4.497 -8.100  0.0000
C -17.811 10.876 -11.482  0.0000
O -23.527 15.842 -16.947  0.0148
C -15.261 12.155 -20.771  0.0000
H -13.972 15.229 -7.923  0.0000
H -17.250 13.338 -15.342  0.0001
H -12.977 4.563 -2.910  0.0000
H -17.774 14.829 -5.504  0.0000
C -15.642 8.468 -7.060  0.0000
C -14.887 11.518 -15.045  0.0000
H -15.370 16.663 -15.347  0.0000
N -14.594 14.437 -11.722  0.0000
H -15.352 5.579 -15.050  0.0000
H -16.841 17.793 -10.344  0.0000
C -18.396 6.929 -13.357  0.0000
H -11.122 9.438 -14.603  0.0000
H -24.088 14.376 -18.267  0.0010
C -16.264 16.946 -10.715  0.0000
H -12.813 2.186 -14.125  0.0000
H -14.521 7.921 -14.778  0.0000
C -15.301 7.506 -15.417  0.0000
C -13.774 5.783 -16.219  0.0000
H -16.358 15.264 -7.449  0.0000
H -15.826 11.376 -14.509  0.0000
C -11.472 7.741 -8.902  0.0000
H -20.216 15.997 -5.185  0.0000
C -22.107 15.148 -18.853  0.0941
H -14.259 13.757 -18.950  0.0000
O -13.197 4.628 -4.851  0.0000
H -15.720 16.511 -4.996  0.0000
O -13.494 3.735 -15.148  0.0000
H -17.373 7.582 -15.607  0.0000
C -13.164 4.796 -7.342  0.0000
C -19.872 14.505 -18.326  0.0721
H -18.621 6.126 -12.656  0.0000
H -16.285 15.163 -15.686  0.0000
H -19.088 12.586 -17.644  0.0004
H -16.686 13.578 -20.283  0.0000
H -23.106 17.347 -15.792  0.0001
C -16.671 12.629 -20.819  0.0000
H -14.871 14.925 -14.898  0.0000
C -13.599 4.297 -16.439  0.0000
H -13.872 7.911 -9.794  0.0000
H -14.859 15.168 -11.078  0.0000
H -10.642 8.165 -13.400  0.0000
C -10.857 13.417 -11.530  0.0000
H -22.052 14.808 -19.887  0.0164
C -14.365 8.216 -11.744  0.0000
C -18.289 13.615 -22.308  0.0001
H -13.141 5.998 -15.358  0.0000
H -18.862 12.868 -9.424  0.0000
C -11.974 6.284 -8.661  0.0000
H -14.491 3.855 -16.881  0.0000
H -11.531 10.189 -8.011  0.0000
H -15.553 17.890 -8.246  0.0000
H -14.619 4.770 -3.419  0.0000
H -17.026 16.438 -11.306  0.0000
O -20.532 13.239 -8.334  0.0000
O -18.648 16.431 -6.408  0.0000
H -16.885 13.282 -10.628  0.0000
H -14.222 13.638 -16.687  0.0000
H -11.504 10.286 -9.709  0.0000
H -17.408 11.966 -20.366  0.0000
H -11.058 9.875 -12.910  0.0000
H -15.486 17.291 -11.397  0.0000
H -14.375 3.497 -6.211  0.0000
H -18.480 13.685 -14.167  0.0000
H -15.358 11.084 -19.043  0.0000
N -12.714 6.219 -7.413  0.0000
C -19.318 13.724 -8.929  0.0000
H -9.913 13.431 -12.075  0.0000
H -15.262 14.682 -12.439  0.0000
H -18.609 11.586 -11.265  0.0000
H -10.879 7.906 -9.802  0.0000
H -15.114 8.117 -16.301  0.0000
H -21.654 16.139 -18.880  0.0489
C -16.311 12.703 -11.351  0.0000
O -19.103 14.013 -16.078  0.0017
C -17.702 15.916 -5.481  0.0000
N -21.287 14.334 -18.020  0.6734
H -10.808 8.025 -8.085  0.0000
H -24.193 16.042 -18.807  -0.0005
H -13.341 13.094 -9.591  0.0000
H -15.001 7.820 -12.536  0.0000
N -15.158 6.152 -15.860  0.0000
C -16.333 16.429 -5.893  0.0000
C -11.251 9.048 -13.593  0.0000
C -14.881 13.135 -11.135  0.0000
H -12.276 8.426 -11.381  0.0000
H -18.667 7.888 -12.916  0.0000
C -23.128 17.170 -16.867  0.0037
H -19.458 14.429 -9.749  0.0000
H -18.072 9.926 -11.014  0.0000
C -15.957 7.814 -9.984  0.0000
H -11.052 12.378 -11.264  0.0000
C -18.956 13.646 -17.423  0.0037
H -15.204 9.298 -7.613  0.0000
H -18.205 14.577 -21.803  0.0000
C -16.121 6.824 -8.755  0.0000
H -23.818 17.920 -17.253  0.0003
C -14.531 16.090 -7.558  0.0000
H -14.324 10.588 -15.126  0.0000
H -13.809 16.658 -6.971  0.0000
O -12.569 8.683 -8.904  0.0000
N -15.644 15.516 -6.780  0.0000
H -16.711 8.667 -6.984  0.0000
H -11.080 5.663 -8.604  0.0000
H -15.904 5.812 -9.096  0.0000
H -14.284 12.294 -14.574  0.0000
H -22.126 17.360 -17.252  0.0024
C -15.089 16.999 -8.670  0.0000
H -17.198 6.738 -8.612  0.0000
H -13.818 3.117 -3.646  0.0000
H -12.760 4.109 -17.109  0.0000
H -12.563 6.940 -12.176  0.0000
H -16.652 12.991 -12.346  0.0000
H -14.780 12.047 -9.346  0.0000
H -19.930 14.864 -6.446  0.0000
H -15.300 8.528 -6.027  0.0000
H -14.849 5.256 -6.041  0.0000
H -13.052 10.623 -8.760  0.0000
H -13.320 12.153 -17.048  0.0000
H -21.523 14.482 -17.049  0.0182
H -14.833 13.799 -9.075  0.0000
H -12.315 4.116 -7.405  0.0000
C -14.422 13.011 -9.706  0.0000
H -19.664 14.141 -19.332  0.0091
C -19.910 15.932 -6.229  0.0000
O -17.018 12.936 -22.204  0.0000
H -18.459 13.746 -23.376  0.0000
H -14.182 17.345 -9.166  0.0000
H -12.704 14.115 -12.138  0.0000
H -17.122 16.116 -13.763  0.0000

=====

No. 2
ORCA calculation (the ωB97M-V functional and the def2-TZVPD basis) on a cluster of 11 separate species, C43H115N13O11 in total at a distorted geometry.

The calculation puts the HOMO energy at -0.3077 Ha. The structure (SMILES) is CC1(C)CCCC(C)(C)N1O.COC[C@H](C)N.COC[C@H](C)N.COC[C@H](C)N.COC[C@H](C)N.COC[C@H](C)N.COC[C@H](C)N.COC[C@H](C)N.COC[C@H](C)N.NC(N)=O.NC(N)=O. As for the HOMO-LUMO gap: 8.74 eV.

Last column: Löwdin charge in e.
Cartesian coordinates (Å):
C -2.911 0.203 6.712  -0.4308
N 2.555 -2.816 3.683  0.0727
C -0.386 0.062 0.238  -0.2124
H -3.415 -0.657 8.571  0.0780
H 3.555 -0.079 -5.798  0.1122
H 2.364 -4.345 -1.773  0.0638
H 1.379 2.795 -3.391  0.0832
H -6.175 -1.093 -3.220  0.1342
H -2.384 0.843 -2.230  0.0566
H 1.243 -5.081 4.135  0.1145
H -3.068 5.838 2.423  0.0900
N -2.214 3.894 -1.035  0.0770
H -2.471 -0.339 -3.536  0.0570
H 3.266 1.258 -8.162  0.0929
N 5.665 -0.732 -0.502  0.1226
H 3.395 -7.421 5.245  0.0914
H 1.166 -6.987 0.742  0.1307
H 0.915 -2.966 6.645  0.0799
H 6.497 -0.493 -1.057  0.1016
H -5.962 0.570 -1.441  0.0739
C 0.990 -5.926 0.953  -0.2131
H -1.075 -6.381 2.550  0.0876
C -3.309 5.953 -1.797  -0.0683
C 3.851 3.230 0.292  -0.0532
C 1.013 4.759 6.389  -0.0793
H 0.215 -2.863 4.974  0.0883
H 1.150 -1.513 1.528  0.0837
H -4.439 -3.448 -4.343  0.0994
H -0.921 -0.920 0.521  0.1517
O -0.315 -0.115 -8.312  -0.0392
N 3.271 -5.292 0.359  0.0294
H 2.796 3.682 -4.059  0.0872
H -2.728 -0.849 -1.843  0.0885
O -1.824 5.105 3.897  -0.2140
C -2.207 2.771 -4.544  -0.1013
C 1.835 -5.031 0.086  -0.4263
H -1.737 3.347 5.261  0.0493
H 1.642 4.088 5.793  0.0481
H -1.867 -0.063 6.844  0.1248
N -0.886 3.405 5.807  0.0348
C 2.006 3.701 -3.316  -0.0920
H 3.530 -5.271 1.331  0.0656
O -0.403 1.052 1.220  -0.2142
H -1.788 1.790 -4.790  0.0730
C -2.915 -0.053 -2.570  -0.0622
H 2.728 -1.817 3.756  0.0290
C 2.068 -1.495 -5.172  -0.1747
C -1.599 1.218 1.961  -0.0825
C 1.133 -1.329 -1.288  -0.0526
H 1.389 -0.862 -4.611  0.0662
C 1.808 3.895 -1.016  -0.2493
H -0.921 0.487 -0.646  0.1018
N 0.661 -0.824 -7.510  -0.0828
H 0.645 -4.771 -1.714  0.0706
N 2.091 1.551 5.454  0.1474
C 1.082 -0.300 -0.138  -0.4071
H 3.166 -3.367 5.710  0.1418
C 1.109 -2.692 5.603  -0.0617
C 2.961 0.667 4.794  -0.5473
C -3.053 0.229 5.214  -0.1947
O -4.573 -1.406 -4.441  -0.1995
H 4.573 3.513 -0.461  0.0762
H -4.620 -2.656 -5.984  0.0795
H -5.132 -0.807 3.505  0.0932
H 1.868 -5.352 5.831  0.1298
H 1.218 2.940 -0.965  0.1257
H -2.678 -0.687 4.749  0.1234
C -4.415 0.101 -2.694  -0.4625
H 2.718 -1.980 -4.426  0.1144
H -1.599 4.530 -0.530  0.0528
H 0.930 1.006 -5.075  0.0677
H -2.461 1.043 4.753  0.1066
H 4.212 0.288 6.528  0.1038
H 1.730 -4.024 0.422  0.1094
H 0.922 4.406 7.426  0.0698
H 0.223 4.731 3.660  0.1043
H -2.494 6.550 -1.407  0.0840
C 2.804 -0.710 -6.234  -0.1260
H -3.645 4.002 -2.631  0.1177
H 1.525 5.770 6.476  0.0927
N 1.778 -0.887 1.003  0.0444
H -1.094 0.103 -7.769  0.0853
N 4.146 0.195 5.498  0.1359
H 4.761 -0.325 4.919  0.0790
H -0.726 -3.877 -7.391  0.0772
N -3.095 1.576 7.228  0.0409
H -2.429 1.377 1.308  0.0716
H 4.116 -3.520 -0.029  0.0356
C -0.396 4.804 5.783  -0.4263
C -5.063 -1.177 -3.180  -0.2466
N 4.317 -2.537 0.023  0.1586
C -2.848 4.615 -2.234  -0.4317
H -2.073 -1.126 -6.162  0.0798
H 2.159 -1.563 -1.471  0.0462
H -4.538 0.818 -3.516  0.1303
C -1.099 -1.279 -5.637  -0.0364
C 1.246 1.279 -6.117  -0.0329
C 2.045 -4.883 4.859  -0.2000
O -1.287 3.597 -3.891  -0.1798
H -3.058 2.567 -3.877  0.0669
H 1.917 -6.085 -1.829  0.0978
H -6.003 -2.842 -4.992  0.0937
H -0.778 -0.339 -5.169  0.0484
N -4.957 0.476 -1.411  0.0585
C 5.547 -2.118 -0.455  -0.6402
H 1.637 1.414 -8.742  0.0795
H 1.383 -5.755 1.979  0.1078
H 3.596 -6.201 0.012  0.0936
H -2.568 3.160 -5.498  0.0979
C -2.058 5.396 2.506  -0.1035
H 2.139 3.985 2.271  0.0698
H -4.493 1.356 -1.243  0.0636
H 1.639 0.605 -0.440  0.1238
H -2.024 4.494 1.863  0.0595
C -4.896 0.266 3.617  -0.0965
C 1.108 -2.531 -5.870  -0.1227
O 2.664 3.882 -2.084  -0.1838
O 6.512 -2.866 -0.693  -0.0116
H -4.891 -2.085 -2.543  0.1415
H -2.289 -6.032 1.308  0.0829
H -0.243 6.329 4.248  0.1257
C -1.856 4.744 -3.341  -0.2453
H -1.030 3.086 6.765  0.0569
H 1.357 2.873 1.388  0.0535
H 1.286 -1.625 5.575  0.0504
H 1.419 4.588 -3.517  0.0790
C 1.722 0.114 -7.018  -0.4915
H -1.616 3.181 -1.407  0.0338
H 3.550 2.208 0.061  0.0648
H -3.645 6.468 -2.702  0.0856
C 2.324 0.685 -8.292  -0.0543
H 3.564 -1.945 0.312  0.0307
H 3.813 -7.342 3.576  0.0839
H -4.817 -0.561 7.342  0.0760
H -1.744 0.288 2.497  0.0750
H 3.345 -3.271 3.209  0.0827
O 2.778 0.304 3.600  -0.0426
H -1.062 5.464 6.390  0.1429
C 2.595 4.043 0.275  -0.4607
C -3.765 -0.785 7.534  -0.0539
H -4.137 5.883 -1.105  0.0837
H -5.801 0.798 3.427  0.0754
C -0.038 -1.833 -6.662  -0.4498
H 3.343 -1.331 -6.945  0.1174
H 2.141 -7.223 4.041  0.0758
C 1.645 -5.075 -1.422  -0.0481
H 1.165 1.650 5.044  0.0842
H -1.277 -7.398 1.067  0.0812
H -1.851 -2.561 -7.831  0.0712
H -1.015 5.370 -2.971  0.1334
C 3.142 -6.893 4.305  -0.1437
H -4.138 0.526 2.850  0.0755
H 2.524 -0.076 -9.046  0.0875
H -0.324 -2.742 -8.678  0.0728
H 2.005 2.042 -6.054  0.0756
C -0.776 -2.816 -7.692  -0.0198
C -4.913 -2.655 -4.947  -0.1159
H 1.087 4.740 -1.180  0.1311
H 0.309 1.625 -6.569  0.0774
O -0.366 -5.577 0.756  -0.1751
C -0.451 5.259 4.331  -0.1874
H 0.740 -3.284 -5.114  0.1264
H 0.584 -2.246 -1.044  0.0738
O 3.238 -5.502 4.350  -0.1994
H -1.303 6.025 1.992  0.0865
H 1.709 -3.111 -6.550  0.1024
H 4.908 -0.078 -0.643  0.0735
H -1.410 2.104 2.548  0.0822
H -4.104 1.707 7.139  0.0767
C -1.278 -6.393 1.468  -0.1056
H 0.690 -0.865 -2.202  0.0771
H 2.159 -0.163 1.632  0.0503
H 4.285 3.302 1.304  0.0903
H 2.886 5.116 0.363  0.1471
N 1.679 3.833 1.378  0.0563
H -2.328 5.328 -4.170  0.1384
C 2.315 -3.397 4.995  -0.4541
H 2.075 1.434 6.461  0.0932
H -1.260 -2.031 -4.871  0.0821
O -4.433 0.512 4.924  -0.1953
H -3.649 -1.847 7.274  0.0764
H -3.070 1.610 8.235  0.0641